[1]
The following is a quantum chemistry calculation of a molecular structure, C4H10N2O2, from OMol25.

Values from the calculation:
energy above the lowest of the compared OMol25 structures with the same formula, charge and spin: 225.5 kJ/mol
calculated total energy: -418.37509 a.u.
max |F|: 0.0412 hartree/bohr
molecular weight: 118.136 g mol⁻¹
orbital gap: 9.3 eV

```
18
Properties=species:S:1:pos:R:3:forces:R:3
O -2.1144 0.6113 -0.6480 0.521 -0.104 -0.628
C -1.4972 0.2010 -1.6530 0.851 -0.388 0.791
O -0.1916 0.2974 -1.8211 -1.610 -0.197 -0.313
C -2.2184 -0.5778 -2.7286 -0.014 -0.123 0.507
H -1.7227 -1.5342 -2.8377 0.574 0.044 -0.526
H -3.2157 -0.8777 -2.4292 -0.347 0.628 0.068
H -2.2093 0.0266 -3.6280 -0.059 -0.289 -0.359
C 1.3819 0.5345 1.1303 0.959 -0.797 1.078
C 1.1689 -0.3773 2.1307 0.557 1.289 -1.436
N 2.2378 -0.7725 2.9533 0.044 -0.424 -0.260
N 0.3285 1.1622 0.3564 -0.528 -0.357 1.675
H 2.4681 0.7383 0.8209 -1.927 0.051 0.495
H 0.1837 -0.8391 2.3629 0.766 0.736 -0.048
H 2.1898 -1.7334 3.2189 -0.339 -0.587 0.381
H 3.1814 -0.6578 2.5891 -0.418 0.523 -0.178
H 0.2619 0.7182 -0.6958 -0.550 -0.241 -1.033
H 0.4321 2.1731 0.1684 -0.156 -0.670 0.708
H -0.6647 0.9071 0.7105 1.677 0.905 -0.923
```
Forces are in eV/Å.

[2]
The following is a quantum chemistry calculation of 2 unconnected molecules or ions with the total composition C4H10N2O2, from OMol25.

Values from the calculation:
energy above the lowest of the compared OMol25 structures with the same formula, charge and spin: 109.3 kJ/mol
SMILES: CC(N)=O.CC(N)=O
calculated total energy: -418.41934 a.u.
max |F|: 0.0645 hartree/bohr
molecular weight: 118.136 g mol⁻¹
orbital gap: 10.4 eV

```
18
Properties=species:S:1:pos:R:3:forces:R:3
C 1.1182 2.4260 2.1627 -2.562 -0.166 1.629
C 0.6762 1.1894 1.4303 1.665 1.684 -1.757
O 0.6022 1.2023 0.1996 0.047 0.289 1.151
N 0.3336 0.1335 2.1208 -0.643 -2.486 2.098
H 1.6610 3.1218 1.5915 0.399 0.637 -1.012
H 1.5688 2.3567 3.1488 0.270 -0.675 -0.005
H 0.1456 -0.6916 1.5815 -0.182 -0.272 -0.390
H 0.4183 -0.0432 3.1291 0.158 0.785 -0.941
H 0.0858 2.8096 2.4162 1.010 0.452 -0.310
C -0.2302 -0.0604 -2.2104 -0.555 1.283 2.384
C -0.5999 -1.2995 -1.3658 -0.039 -0.533 -2.588
O 0.0637 -1.9431 -0.5744 0.216 1.074 0.621
N -1.7905 -1.8272 -1.7916 -1.468 -0.153 -0.935
H 0.2399 0.7079 -1.5732 -0.066 -0.745 -0.407
H -1.0897 0.4497 -2.6204 -0.760 -0.180 0.132
H -2.0633 -2.6861 -1.3071 0.077 0.447 -0.612
H -2.2474 -1.5848 -2.7204 1.003 -0.345 2.159
H 0.3658 -0.1905 -3.0529 1.431 -1.096 -1.217
```
Forces are in eV/Å.

[3]
The following is a quantum chemistry calculation of a molecular structure, C4H10N2O2, from OMol25.

Values from the calculation:
energy above the lowest of the compared OMol25 structures with the same formula, charge and spin: 671.8 kJ/mol
calculated total energy: -418.20511 a.u.
max |F|: 0.0211 hartree/bohr
molecular weight: 118.136 g mol⁻¹
orbital gap (alpha / beta): 7.8 / 6.8 eV

```
18
Properties=species:S:1:pos:R:3:forces:R:3
C -1.1973 -0.3936 -0.1083 -0.671 -0.214 0.128
C -1.5346 0.3559 1.1687 0.183 -0.001 -0.121
C -1.8304 0.1995 -1.3548 0.180 0.069 0.033
N 0.7941 0.0530 -0.8967 -0.179 -0.582 0.092
C 0.4680 -0.7687 0.0002 0.466 0.842 0.506
N 3.4037 0.1287 0.5541 -0.127 0.010 0.080
O 3.1401 -0.0076 -0.7327 -0.246 0.077 -0.111
O 0.8418 -1.4934 0.9097 -0.272 -0.084 -0.556
H 2.0316 0.2161 -1.0202 0.460 -0.019 0.203
H -1.5010 -1.4429 -0.0225 0.097 -0.026 -0.031
H 3.3101 1.0757 0.9102 -0.021 -0.123 -0.096
H 2.9892 -0.6033 1.1280 0.017 0.112 -0.093
H -1.1102 -0.1354 2.0424 0.035 0.013 -0.026
H -1.5663 1.2501 -1.4740 0.016 -0.032 -0.005
H -2.6215 0.3853 1.2916 0.043 -0.005 -0.068
H -1.1746 1.3859 1.1200 -0.011 -0.027 -0.001
H -2.9181 0.1319 -1.2645 0.040 -0.035 0.044
H -1.5248 -0.3374 -2.2513 -0.010 0.026 0.021
```
Forces are in eV/Å.

[4]
The following is a quantum chemistry calculation of C4H10N2O2S in the gas phase, from OMol25.

Values from the calculation:
energy above the lowest of the compared OMol25 structures with the same formula, charge and spin: 312.7 kJ/mol
calculated total energy: -816.44640 a.u.
max |F|: 0.0814 hartree/bohr
molecular weight: 150.203 g mol⁻¹
orbital gap: 8.1 eV

```
19
Properties=species:S:1:pos:R:3:forces:R:3
C 0.3841 0.3148 0.8076 1.886 -3.365 1.630
C -0.4785 2.6897 1.1611 0.424 0.120 -0.504
C -1.1086 -1.9075 -1.8013 -1.650 -0.743 1.856
C 0.3849 1.6619 0.3833 -0.042 4.019 -0.801
N 1.4664 -0.4559 0.6873 -1.096 -0.243 -0.989
N -0.3351 -1.1695 -0.7939 1.576 -0.901 0.254
O 0.2459 -2.6304 1.2078 -0.777 -1.155 1.879
O 1.7552 -2.7457 -0.6760 1.130 -0.568 -0.910
S 0.7474 -2.0590 0.0280 -1.595 3.340 -0.935
H -0.2790 -0.2486 1.4494 -1.050 0.983 0.085
H -1.4602 2.3936 1.3858 -1.412 -1.096 0.091
H -0.6452 3.5454 0.5225 0.335 0.423 -0.111
H -0.1140 3.0321 2.1205 0.736 -0.055 0.031
H -1.6660 -2.8778 -1.2331 1.289 2.347 -2.122
H -1.8842 -1.1435 -2.1184 0.659 -1.270 0.143
H -0.4618 -2.1556 -2.6594 -0.549 -0.384 0.266
H 1.3869 2.1987 0.2331 -0.832 -1.521 0.485
H 0.0281 1.6467 -0.6589 -0.238 -0.228 0.147
H 2.0336 -0.0894 -0.0453 1.206 0.295 -0.493
```
Forces are in eV/Å.

[5]
The following is a quantum chemistry calculation of C4H10N2O3 in the gas phase, from OMol25.

Values from the calculation:
energy above the lowest of the compared OMol25 structures with the same formula, charge and spin: 438.1 kJ/mol
calculated total energy: -493.51827 a.u.
max |F|: 0.0212 hartree/bohr
molecular weight: 134.135 g mol⁻¹
orbital gap: 8.0 eV

```
19
Properties=species:S:1:pos:R:3:forces:R:3
C -0.6263 0.5253 -0.6169 -0.051 -0.610 0.234
C -0.7281 0.1463 1.8802 -0.027 -0.118 -0.168
N -0.8255 -0.4742 0.5590 0.132 -0.067 -0.439
C 0.8173 0.8763 -0.6325 0.287 -0.407 -0.014
N 1.2726 -1.4367 -0.6208 -0.428 0.128 0.015
C 1.7158 -0.1496 -0.6872 -0.439 0.217 0.973
O -2.1021 -1.1109 0.4779 0.500 0.286 -0.069
O -1.0663 -0.1948 -1.7464 -0.016 -0.049 0.146
O 1.1514 2.1954 -0.3167 0.198 0.163 -0.270
H -2.2432 -1.1635 -0.4879 0.078 0.004 0.072
H -0.3607 -0.8536 -1.9151 -0.033 0.156 -0.027
H 1.4994 2.6346 -1.1010 -0.144 0.011 0.069
H -1.2844 1.3815 -0.4633 0.003 -0.074 0.013
H 2.0285 -2.1039 -0.5521 -0.127 0.019 -0.069
H 0.0793 -1.2324 0.2526 0.031 0.325 -0.240
H 2.7780 0.0853 -0.6197 -0.007 0.009 -0.186
H 0.2467 0.6222 1.9529 0.002 0.004 0.005
H -1.5239 0.8818 2.0011 0.013 -0.012 -0.030
H -0.8285 -0.6293 2.6359 0.027 0.016 -0.014
```
Forces are in eV/Å.

[6]
The following is a quantum chemistry calculation of 3 unconnected molecules or ions with the total composition C4H10N2O3, from OMol25.

Values from the calculation:
energy above the lowest of the compared OMol25 structures with the same formula, charge and spin: 161.3 kJ/mol
SMILES: CC(=O)CN.N=C=O.O
calculated total energy: -493.62369 a.u.
max |F|: 0.0554 hartree/bohr
molecular weight: 134.135 g mol⁻¹
orbital gap: 9.9 eV

```
19
Properties=species:S:1:pos:R:3:forces:R:3
C -1.6471 -0.2554 0.4691 -0.171 0.128 -0.215
C 0.0322 0.6401 2.2051 0.047 0.222 -0.036
C -0.5925 0.7780 0.8448 0.101 -0.292 -0.155
N -1.3851 -1.6257 0.8590 0.061 -0.033 0.146
O -0.2495 1.6429 0.0625 -0.071 0.045 0.207
H -0.5104 -1.9344 0.4501 -0.040 -0.037 0.088
H -1.3286 -1.7246 1.8655 0.023 -0.069 -0.081
H -1.7946 -0.2241 -0.6129 0.041 0.114 0.068
H -2.5893 0.0771 0.9234 0.056 -0.022 -0.010
H 0.5997 1.5346 2.4491 -0.017 0.006 -0.006
H 0.7100 -0.2147 2.1876 -0.003 -0.025 -0.002
H -0.7267 0.4519 2.9642 -0.017 -0.032 0.053
C 1.7806 -0.5543 -1.5882 2.433 0.681 0.797
N 2.5406 0.0913 -2.3023 0.112 -0.626 -0.144
O 0.0725 0.4844 -2.4228 0.461 1.454 -1.765
O 1.3881 -1.0341 -0.5946 -0.781 -0.339 -0.612
H -0.1321 1.0522 -1.6549 -0.033 0.203 -0.173
H 0.7602 0.9922 -2.9916 -1.994 -1.154 1.673
H 3.0720 -0.1776 -3.1131 -0.208 -0.222 0.167
```
Forces are in eV/Å.

[7]
The following is a quantum chemistry calculation of a molecular structure, C4H10N2O3, from OMol25.

Values from the calculation:
energy above the lowest of the compared OMol25 structures with the same formula, charge and spin: 302.3 kJ/mol
calculated total energy: -493.56997 a.u.
max |F|: 0.0232 hartree/bohr
molecular weight: 134.135 g mol⁻¹
orbital gap: 7.5 eV

```
19
Properties=species:S:1:pos:R:3:forces:R:3
C 0.2166 0.5366 -1.7641 -0.200 -0.897 -0.405
C -0.5974 1.8719 0.3151 -0.182 -0.769 0.892
N -0.3808 -0.5831 -1.9667 0.412 0.372 0.554
O -1.8337 2.3268 -0.0549 0.026 0.250 -0.162
O 0.3127 2.6394 0.5244 -0.050 0.147 -0.305
H -1.8088 3.3025 -0.0655 0.072 -0.122 0.021
H -1.2025 -0.6055 -2.5583 0.097 0.015 -0.044
H -0.0991 -1.4688 -1.3189 -0.118 0.130 0.045
H 1.0824 0.5466 -1.1174 0.006 0.043 0.079
H -0.0506 1.4312 -2.3115 -0.082 0.003 0.066
C 1.4737 -1.2824 1.6847 -0.024 -0.015 0.034
C 0.2695 -1.4855 0.8003 -0.306 0.465 -0.169
N -0.7958 -0.7353 1.0560 0.213 -0.629 0.164
O 0.3558 -2.2897 -0.1844 -0.011 0.124 -0.242
H -1.5861 -1.0308 0.4859 0.070 -0.124 -0.046
H -0.6577 0.5656 0.7245 0.162 1.099 -0.410
H 1.4571 -0.2956 2.1480 -0.068 -0.046 -0.030
H 2.3931 -1.4186 1.1176 -0.029 -0.049 -0.002
H 1.4516 -2.0253 2.4851 0.011 0.004 -0.040
```
Forces are in eV/Å.

[8]
The following is a quantum chemistry calculation of a gas-phase ion, C4H10N2OS (charge -1), from OMol25.

Values from the calculation:
energy above the lowest of the compared OMol25 structures with the same formula, charge and spin: 206.5 kJ/mol
calculated total energy: -741.28706 a.u.
max |F|: 0.0850 hartree/bohr
molecular weight: 134.204 g mol⁻¹
net charge: -1
multiplicity: 2
orbital gap (alpha / beta): 2.6 / 8.9 eV

```
18
Properties=species:S:1:pos:R:3:forces:R:3
O 2.5211 0.6396 0.0400 -1.152 -0.089 -0.029
C 1.3519 0.3387 -0.1947 -0.006 -1.436 0.480
N 0.8032 -0.8803 0.2549 1.486 3.440 -2.027
C -0.3801 -1.3899 -0.3123 -1.941 -2.901 -0.888
C -1.5813 -1.1845 0.5614 -0.739 3.722 2.165
S -1.6659 -1.8607 2.2386 -0.192 -2.071 -0.289
C 0.3729 1.2768 -0.9391 0.772 0.403 -0.162
N 0.9565 2.6787 -0.9575 -0.190 -2.301 -3.402
H 1.3535 -1.2985 0.9596 0.206 -1.019 0.541
H -0.3074 -2.5255 -0.4385 0.254 1.315 -0.073
H -0.6997 -1.0059 -1.3526 1.139 -0.240 1.487
H -2.5568 -1.3306 0.1063 0.126 -0.324 -0.291
H -1.5922 -0.0515 0.8923 -0.085 -1.532 -1.050
H -1.2298 -0.9122 3.0864 0.293 0.915 -0.235
H -0.5768 1.2182 -0.4050 0.045 0.407 0.041
H 0.1289 0.8566 -1.9700 0.662 0.921 1.084
H 1.2597 2.9037 -0.0556 0.498 0.208 1.687
H 1.8426 2.5272 -1.5144 -1.175 0.579 0.959
```
Forces are in eV/Å.

[9]
The following is a quantum chemistry calculation of 2 unconnected molecules or ions with the total composition C4H10N2OS, from OMol25.

Values from the calculation:
energy above the lowest of the compared OMol25 structures with the same formula, charge and spin: 534.4 kJ/mol
calculated total energy: -741.17447 a.u.
max |F|: 0.0624 hartree/bohr
molecular weight: 134.204 g mol⁻¹
orbital gap: 8.7 eV

```
18
Properties=species:S:1:pos:R:3:forces:R:3
C 1.6700 1.2872 2.0769 -1.158 1.840 1.330
C 0.9005 -0.0994 2.1626 -1.931 0.353 -0.204
C 1.8765 0.2338 1.1010 -1.357 0.536 0.249
C -0.5858 0.1757 -2.6333 -0.750 -3.119 0.150
N -1.5944 0.8752 -0.5162 1.521 0.852 -0.189
N -1.0943 -1.8660 -0.7261 0.842 2.220 -0.148
O 2.3905 -0.0356 0.0727 0.631 -0.618 -0.694
S -1.8595 -0.3789 -1.3529 0.388 -0.115 -1.503
H 1.0402 2.2609 1.9505 0.983 -2.119 -0.314
H 2.4221 1.5157 2.8146 0.486 -0.323 0.067
H 0.8949 -0.9082 2.9206 0.819 0.822 -0.320
H -0.1870 0.1080 1.9001 1.528 -0.514 -0.206
H -1.9963 0.8402 0.3614 -1.573 0.104 2.126
H 0.3214 -0.4168 -2.4401 -0.059 0.729 0.326
H -0.9226 -0.1465 -3.6127 -0.219 0.277 -0.278
H -0.5653 1.2244 -2.4846 0.294 0.710 0.127
H -1.6984 -2.2695 -0.0353 -0.488 -0.396 -0.016
H -1.0126 -2.4003 -1.5589 0.045 -1.240 -0.503
```
Forces are in eV/Å.

[10]
The following is a quantum chemistry calculation of C4H10N2OS in the gas phase, from OMol25.

Values from the calculation:
energy above the lowest of the compared OMol25 structures with the same formula, charge and spin: 64.5 kJ/mol
SMILES: NCC(=O)NCCS
calculated total energy: -741.35344 a.u.
max |F|: 0.0243 hartree/bohr
molecular weight: 134.204 g mol⁻¹
orbital gap: 10.2 eV

```
18
Properties=species:S:1:pos:R:3:forces:R:3
O 0.2027 0.4549 -2.3159 0.311 0.116 -0.033
C 0.3797 0.5034 -1.1129 -0.721 0.037 0.160
N -0.7055 0.6170 -0.2799 0.218 0.339 -0.242
C -0.7588 0.3133 1.1392 -0.695 -0.227 -0.728
C -1.4612 -1.0304 1.3757 0.115 0.615 -1.084
S -3.2126 -0.8237 0.9357 -0.127 -0.078 -0.071
C 1.7654 0.5842 -0.4999 0.655 0.053 -0.520
N 2.8481 0.4797 -1.4764 -0.228 -0.078 0.923
H -1.5447 0.7811 -0.8182 -0.224 -0.298 0.320
H -1.2687 1.0926 1.7073 0.163 0.192 -0.054
H 0.2618 0.2405 1.4354 0.624 0.017 0.720
H -1.4035 -1.3396 2.3883 0.257 -0.319 0.928
H -0.9676 -1.7319 0.7060 -0.220 -0.292 0.126
H -3.4614 -2.0831 0.5594 0.015 -0.005 0.008
H 1.9304 -0.1507 0.2828 -0.073 -0.194 0.034
H 1.8381 1.5504 -0.0126 -0.082 0.300 0.203
H 2.9367 -0.4943 -1.7261 0.071 0.079 -0.479
H 2.6213 1.0365 -2.2880 -0.057 -0.257 -0.211
```
Forces are in eV/Å.